{"formula": "C3H4P2", "method": "the ωB97M-V functional and the def2-TZVPD basis", "symbols": ["C", "C", "C", "P", "P", "H", "H", "H", "H"], "xyz": [[0.351, -1.377, 0.612], [-0.191, -0.308, 1.122], [-0.090, 0.634, -1.471], [0.571, -0.854, -1.827], [-0.817, 1.071, 0.128], [0.708, -2.314, 0.977], [-0.432, -0.214, 2.178], [-0.255, 1.361, -2.258], [0.155, 2.002, 0.538]], "atomic_forces_ev_per_a": [[0.40, 0.77, -3.82], [-0.38, 0.24, 0.23], [0.14, -0.80, 0.10], [-0.51, -0.08, 3.22], [0.08, -0.12, -0.10], [0.07, -0.29, 0.30], [0.08, -0.09, 0.17], [0.05, 0.07, -0.13], [0.07, 0.30, 0.04]], "nbo_charge": [-0.25, -0.60, -1.01, 0.59, 0.60, 0.20, 0.24, 0.25, -0.02], "multiplicity": 1, "lumo_ev": 0.08, "energy_ev": -21749.8793, "homo_energy_ev": -8.56, "relative_energy_ev": 1.346}